DFT (ωB97M-V/def2-TZVPD) results for 9 unconnected molecules or ions with the total composition C50H110N7O9 at a distorted geometry.

**Total charge**: +3
**2S+1**: 1
**Energy relative to the best compared isomer or geometry (same formula, charge and spin)**: 147.0 kcal/mol
**LUMO level**: -5.7 eV

The geometry in XYZ format:
```
176
Properties=species:S:1:pos:R:3:lowdin_charge:R:1
N -0.11 0.22 0.97 -0.709
O 0.61 -0.05 0.02 -0.102
O 0.35 0.23 2.12 -0.109
O -1.28 0.44 0.70 -0.059
C 1.51 -5.05 1.11 -0.076
C 2.66 -4.70 2.07 -0.263
C 2.28 -3.88 3.25 -0.112
N 3.50 -3.31 4.06 -0.214
C 4.45 -4.50 4.50 0.084
C 3.02 -2.45 5.28 -0.080
C 4.21 -1.61 5.69 -0.146
C 5.03 -1.51 4.41 -0.167
C 4.32 -2.23 3.28 -0.094
H 1.14 -4.09 0.76 0.078
H 0.69 -5.58 1.61 0.078
H 1.84 -5.59 0.23 0.082
H 3.51 -4.33 1.50 0.109
H 2.99 -5.70 2.36 0.109
H 1.71 -4.53 3.92 0.136
H 1.72 -2.98 3.00 0.136
H 4.83 -4.89 3.56 0.099
H 3.70 -5.08 5.02 0.108
H 5.21 -4.14 5.19 0.105
H 2.56 -3.11 6.02 0.135
H 2.26 -1.74 4.97 0.136
H 4.83 -2.01 6.49 0.122
H 3.86 -0.62 6.00 0.126
H 6.01 -1.99 4.43 0.115
H 5.22 -0.46 4.20 0.123
H 4.96 -2.70 2.54 0.123
H 3.69 -1.52 2.75 0.139
C 9.03 -0.72 -5.97 -0.090
C 9.02 -1.64 -4.74 -0.209
C 7.77 -2.58 -4.73 -0.097
N 7.40 -3.29 -3.43 -0.264
C 8.65 -3.98 -2.85 0.048
C 6.66 -2.27 -2.49 -0.069
C 5.17 -2.22 -2.93 -0.132
C 4.98 -3.58 -3.66 -0.126
C 6.34 -4.32 -3.57 -0.117
H 9.67 0.17 -5.98 0.085
H 8.02 -0.39 -6.21 0.077
H 9.43 -1.22 -6.85 0.083
H 9.00 -1.02 -3.85 0.101
H 9.99 -2.14 -4.81 0.114
H 7.91 -3.45 -5.38 0.135
H 6.87 -2.16 -5.16 0.136
H 8.48 -4.46 -1.89 0.108
H 9.37 -3.18 -2.68 0.099
H 8.96 -4.66 -3.65 0.120
H 6.68 -2.67 -1.48 0.123
H 7.13 -1.29 -2.49 0.124
H 4.40 -2.07 -2.17 0.119
H 5.05 -1.36 -3.59 0.115
H 4.24 -4.15 -3.10 0.114
H 4.59 -3.39 -4.66 0.123
H 6.48 -4.81 -2.61 0.129
H 6.41 -4.95 -4.46 0.147
C -8.18 -2.79 -2.55 -0.088
C -7.07 -1.77 -2.85 -0.204
C -5.61 -2.22 -2.54 -0.092
N -4.53 -1.42 -3.31 -0.248
C -4.72 0.06 -2.98 0.025
C -4.55 -1.67 -4.86 -0.046
C -3.82 -3.07 -5.05 -0.138
C -3.06 -3.30 -3.77 -0.163
C -3.14 -1.97 -2.93 -0.047
H -8.19 -3.54 -3.34 0.073
H -9.19 -2.39 -2.56 0.084
H -8.08 -3.44 -1.68 0.076
H -7.20 -0.89 -2.22 0.109
H -7.18 -1.43 -3.88 0.102
H -5.44 -3.29 -2.71 0.123
H -5.26 -2.12 -1.51 0.128
H -5.58 0.52 -3.46 0.107
H -3.92 0.65 -3.43 0.106
H -4.65 0.07 -1.89 0.119
H -4.03 -0.92 -5.45 0.132
H -5.56 -1.63 -5.25 0.115
H -3.13 -2.98 -5.89 0.115
H -4.48 -3.87 -5.39 0.116
H -2.00 -3.50 -3.91 0.115
H -3.39 -4.21 -3.26 0.106
H -2.38 -1.24 -3.22 0.143
H -3.13 -2.19 -1.86 0.127
C -3.91 -6.27 2.01 -0.067
C -3.98 -4.87 2.66 -0.256
C -3.73 -4.89 4.14 -0.122
N -4.00 -3.56 4.92 -0.212
C -5.46 -3.05 4.95 0.068
C -3.16 -2.40 4.33 -0.105
C -2.85 -1.42 5.47 -0.125
C -2.77 -2.34 6.72 -0.126
C -3.49 -3.66 6.34 -0.111
H -3.92 -6.10 0.93 0.078
H -4.76 -6.86 2.36 0.084
H -3.03 -6.83 2.30 0.075
H -4.95 -4.39 2.55 0.108
H -3.42 -4.10 2.12 0.108
H -2.66 -5.08 4.19 0.125
H -4.26 -5.71 4.62 0.145
H -5.35 -2.26 5.69 0.103
H -6.21 -3.75 5.32 0.117
H -5.72 -2.60 3.99 0.111
H -3.55 -1.94 3.43 0.140
H -2.21 -2.78 3.96 0.126
H -3.76 -0.83 5.59 0.114
H -1.97 -0.79 5.34 0.129
H -3.16 -1.89 7.63 0.122
H -1.70 -2.52 6.88 0.105
H -4.25 -4.00 7.04 0.138
H -2.74 -4.44 6.44 0.122
C -7.42 8.59 1.18 -0.064
C -6.10 8.06 0.48 -0.221
C -6.39 7.22 -0.74 -0.126
N -5.23 6.33 -1.29 -0.231
C -5.81 5.69 -2.59 0.037
C -3.98 7.08 -1.69 -0.095
C -2.73 6.48 -0.97 -0.106
C -3.29 5.10 -0.65 -0.182
C -4.76 5.20 -0.33 -0.062
H -7.84 9.37 0.55 0.076
H -7.24 8.97 2.19 0.078
H -8.14 7.80 1.37 0.080
H -5.70 7.34 1.19 0.097
H -5.39 8.87 0.35 0.111
H -6.77 7.92 -1.48 0.143
H -7.06 6.40 -0.50 0.137
H -5.75 6.42 -3.40 0.108
H -6.75 5.20 -2.38 0.112
H -5.05 4.95 -2.85 0.099
H -3.86 6.91 -2.76 0.122
H -4.05 8.14 -1.44 0.126
H -1.96 6.24 -1.70 0.123
H -2.47 7.02 -0.06 0.122
H -3.13 4.37 -1.44 0.119
H -2.81 4.61 0.19 0.128
H -5.31 4.33 -0.70 0.132
H -4.96 5.44 0.71 0.137
C 2.27 4.00 3.08 -0.071
C 3.42 3.74 2.03 -0.186
C 3.31 4.68 0.81 -0.114
N 4.42 4.49 -0.26 -0.221
C 5.73 5.16 0.22 0.046
C 4.03 5.27 -1.54 -0.101
C 4.90 4.69 -2.66 -0.143
C 5.25 3.29 -2.19 -0.163
C 4.65 3.06 -0.83 -0.078
H 2.27 3.38 3.97 0.067
H 1.25 3.86 2.71 0.077
H 2.32 4.95 3.60 0.075
H 3.56 2.71 1.71 0.102
H 4.38 4.02 2.46 0.095
H 3.29 5.76 0.88 0.132
H 2.35 4.51 0.33 0.130
H 5.47 6.10 0.72 0.112
H 6.36 5.36 -0.64 0.104
H 6.21 4.46 0.91 0.101
H 4.01 6.36 -1.55 0.143
H 3.00 5.07 -1.81 0.135
H 5.78 5.28 -2.93 0.117
H 4.35 4.61 -3.60 0.132
H 6.32 3.12 -2.11 0.114
H 4.92 2.53 -2.89 0.125
H 5.41 2.61 -0.19 0.121
H 3.71 2.52 -0.72 0.141
O -4.90 1.99 3.11 0.057
C -6.16 1.92 2.71 -0.965
O -6.42 1.03 1.87 -0.114
O -7.02 2.68 3.15 -0.039
H -4.67 1.26 2.53 0.068
O 0.70 2.47 -3.30 0.052
C 1.16 2.27 -4.51 -0.949
O 1.77 1.23 -4.74 -0.089
O 0.94 3.03 -5.50 -0.091
H 1.03 1.69 -2.84 0.081
```

***

DFT (ωB97M-V/def2-TZVPD) results for 2 unconnected molecules or ions with the total composition C5H10O2.

**Total charge**: 0
**2S+1**: 1
**Energy relative to the best compared isomer or geometry (same formula, charge and spin)**: 99.0 kcal/mol
**LUMO level**: 0.4 eV

The geometry in XYZ format:
```
17
Properties=species:S:1:pos:R:3:lowdin_charge:R:1
C -2.17 -1.57 -0.55 -0.068
C -1.35 -0.33 -0.27 -0.224
O 0.06 -0.71 -0.23 -0.087
C 0.83 -0.18 -1.11 0.007
C 0.99 2.01 1.43 -0.045
C 2.23 -0.64 -0.93 -0.275
O 3.04 -0.08 -0.23 0.030
H -2.04 -2.31 0.24 0.082
H -3.23 -1.31 -0.61 0.083
H -1.87 -2.02 -1.50 0.082
H -1.45 0.44 -1.04 0.115
H -1.56 0.09 0.72 0.122
H 0.57 2.23 0.44 0.019
H 1.62 2.85 1.75 0.023
H 0.19 1.86 2.15 0.019
H 1.61 1.12 1.35 0.000
H 2.53 -1.46 -1.62 0.118
```

***

DFT (ωB97M-V/def2-TZVPD) results for 2 unconnected molecules or ions with the total composition C5H15N2 at a distorted geometry.

**Total charge**: +1
**2S+1**: 1
**Energy relative to the best compared isomer or geometry (same formula, charge and spin)**: 86.1 kcal/mol
**LUMO level**: -7.1 eV

The geometry in XYZ format:
```
22
Properties=species:S:1:pos:R:3:lowdin_charge:R:1
C 1.11 0.40 1.38 -0.029
C -0.03 -0.56 1.05 -0.221
C -0.39 -0.53 -0.37 0.157
C -1.26 0.57 -0.97 -0.113
C -2.55 0.64 -0.10 -0.246
N -3.21 -0.64 -0.37 0.056
N 3.94 -0.06 -0.94 0.006
H 0.98 1.41 1.00 0.096
H 2.01 -0.03 0.93 0.060
H -0.86 -0.23 1.69 0.111
H 0.19 -1.56 1.43 0.144
H 3.80 -1.04 -1.16 0.012
H 0.34 -0.95 -1.05 0.148
H -1.62 0.15 -1.93 0.138
H -0.77 1.53 -1.14 0.158
H -2.20 0.71 0.93 0.085
H -3.21 1.50 -0.24 0.128
H -3.91 -0.89 0.32 0.099
H -2.41 -1.29 -0.43 0.065
H 4.92 0.03 -0.70 0.021
H 3.88 0.45 -1.82 0.015
H 1.24 0.40 2.47 0.108
```

***

DFT (ωB97M-V/def2-TZVPD) results for a molecular structure, AlH4S2.

**Total charge**: -1
**2S+1**: 1
**LUMO level**: 3.5 eV

The geometry in XYZ format:
```
7
Properties=species:S:1:pos:R:3:lowdin_charge:R:1
S -0.73 0.62 1.73 0.144
Al 0.42 -0.57 0.13 -0.402
S 0.02 0.34 -1.95 0.147
H -1.94 0.54 1.17 -0.292
H -0.12 -2.08 0.00 -0.153
H 1.96 -0.45 0.58 -0.153
H 0.39 1.60 -1.66 -0.292
```

***

DFT (ωB97M-V/def2-TZVPD) results for a gas-phase ion, C4H10OP (charge +1) at a distorted geometry.

**Total charge**: +1
**2S+1**: 1
**Energy relative to the best compared isomer or geometry (same formula, charge and spin)**: 15.2 kcal/mol
**LUMO level**: -4.7 eV

The geometry in XYZ format:
```
16
Properties=species:S:1:pos:R:3:lowdin_charge:R:1
C 0.89 -1.00 1.21 -0.179
C -1.73 0.39 0.59 -0.164
C 1.02 1.59 -0.33 -0.171
C 0.20 -1.11 -1.22 -0.194
O 0.02 -1.65 1.99 -0.061
P -0.04 0.12 0.06 0.870
H 1.89 -1.37 1.18 0.100
H -2.25 1.18 -0.07 0.107
H -1.80 0.84 1.63 0.103
H -2.16 -0.63 0.59 0.078
H 1.92 1.32 -0.88 0.057
H 1.33 2.11 0.65 0.091
H 0.34 2.28 -0.98 0.095
H -0.51 -0.68 -2.09 0.134
H -0.30 -2.01 -0.86 0.067
H 1.21 -1.38 -1.47 0.070
```

***

DFT (ωB97M-V/def2-TZVPD) results for a single C5H2N2O2S molecule at a distorted geometry.

**Total charge**: 0
**2S+1**: 1
**Energy relative to the best compared isomer or geometry (same formula, charge and spin)**: 55.6 kcal/mol
**LUMO level**: -1.3 eV

The geometry in XYZ format:
```
12
Properties=species:S:1:pos:R:3:lowdin_charge:R:1
C -1.51 -1.51 0.33 -0.431
C 0.80 -1.01 0.66 0.125
C -1.36 1.20 -0.48 -0.288
C 1.72 -0.25 -0.12 -0.424
C -0.08 1.46 0.03 -0.612
N -0.31 -1.39 0.71 0.035
N 0.92 0.77 -0.73 0.143
O 2.88 -0.40 -0.39 0.130
O 0.08 2.18 1.00 0.096
S -2.27 -0.14 -0.44 1.001
H -2.31 -2.28 0.68 0.113
H 1.44 1.37 -1.25 0.112
```

***

DFT (ωB97M-V/def2-TZVPD) results for 2 unconnected molecules or ions with the total composition C3H8N2O2 at a distorted geometry.

**SMILES string**: CN1CC1=O.NO
**Total charge**: 0
**2S+1**: 1
**Energy relative to the best compared isomer or geometry (same formula, charge and spin)**: 129.0 kcal/mol
**LUMO level**: 0.8 eV

The geometry in XYZ format:
```
15
Properties=species:S:1:pos:R:3:lowdin_charge:R:1
C 1.46 1.02 -0.20 -0.065
N 0.74 -0.22 -0.04 -0.116
C 0.80 -1.36 -1.00 -0.018
C -0.48 -0.70 -0.72 -0.391
O -1.49 -0.41 -1.30 0.112
H 1.40 1.41 -1.22 0.089
H 2.50 0.88 0.07 0.088
H 0.99 1.75 0.47 0.086
H 1.22 -1.14 -1.98 0.118
H 1.05 -2.34 -0.62 0.106
N -1.85 0.72 1.38 -0.034
O -1.27 -0.58 1.56 -0.229
H -2.12 0.74 0.39 0.043
H -2.79 0.72 1.77 0.072
H -0.17 -0.49 1.44 0.140
```

***

DFT (ωB97M-V/def2-TZVPD) results for a gas-phase ion, C20H20F4NO (charge +1) at a distorted geometry.

**SMILES string**: OC[C@@H]1CCC[N@H+]1[C@H](/C=C/c1cc(F)cc(F)c1)c1cc(F)cc(F)c1
**Total charge**: +1
**2S+1**: 1
**Energy relative to the best compared isomer or geometry (same formula, charge and spin)**: 0.0 kcal/mol
**LUMO level**: -3.2 eV

The geometry in XYZ format:
```
46
Properties=species:S:1:pos:R:3:lowdin_charge:R:1
O -0.10 -4.35 3.48 -0.057
C 0.15 -4.74 2.13 -0.185
C 0.80 -3.62 1.34 -0.203
C 1.68 -4.21 0.26 -0.119
C 3.02 -3.48 0.21 -0.126
C 3.11 -2.57 1.44 -0.049
N 1.74 -2.70 2.15 0.028
C 1.16 -1.46 2.79 -0.180
C -0.14 -0.80 2.29 -0.018
C -1.38 -1.19 2.65 -0.023
C -2.63 -0.42 2.66 -0.189
C -2.68 1.00 2.61 0.048
C -3.91 1.66 2.63 -0.219
F -3.92 3.04 2.57 0.048
C -5.14 1.00 2.70 0.089
C -5.07 -0.39 2.77 -0.223
F -6.26 -1.09 2.82 0.048
C -3.88 -1.10 2.77 0.036
C 2.26 -0.43 3.04 -0.202
C 3.13 -0.78 4.07 0.029
C 4.26 0.01 4.29 -0.213
F 5.10 -0.36 5.31 0.063
C 4.49 1.19 3.59 0.091
C 3.55 1.55 2.62 -0.202
F 3.67 2.78 2.01 0.060
C 2.42 0.76 2.33 0.039
H -0.53 -5.10 3.91 0.115
H 0.81 -5.62 2.17 0.131
H -0.79 -5.00 1.62 0.148
H 0.05 -2.92 0.97 0.144
H 1.86 -5.26 0.50 0.116
H 1.14 -4.22 -0.70 0.136
H 3.86 -4.18 0.25 0.124
H 3.13 -2.92 -0.72 0.125
H 3.89 -2.90 2.16 0.145
H 3.32 -1.53 1.18 0.127
H 2.03 -3.28 2.95 0.169
H 0.86 -1.81 3.79 0.151
H -0.01 0.24 2.02 0.085
H -1.52 -2.21 3.04 0.114
H -1.74 1.56 2.56 0.123
H -6.08 1.54 2.73 0.139
H -3.88 -2.18 2.84 0.125
H 2.91 -1.66 4.66 0.135
H 5.33 1.83 3.82 0.145
H 1.73 1.11 1.56 0.135
```